Entry from the OMol25 dataset: C37H30BrF7N5O5S2Sb2Ti as an isolated structure (ωB97M-V/def2-TZVPD).

## Properties
**Strongest force on any atom**: 1.341 eV/Å
**Energy above the lowest of the compared OMol25 structures with the same formula, charge and spin**: 31.5 kcal per mole
**<S²>**: 2.02
**E_tot**: -7477.378167 hartree

```
! wB97M-V def2-TZVPD RIJCOSX def2/J DEFGRID3
* xyz -1 3
Ti -0.33 -0.56 -0.77
C -0.05 2.13 2.01
C 0.76 1.08 2.79
C 1.14 -0.12 1.90
Sb 3.20 -0.83 1.59
C 4.31 0.57 0.48
C 4.55 0.23 -0.85
C 5.30 1.05 -1.68
C 5.86 2.21 -1.17
C 5.67 2.54 0.17
C 4.89 1.73 0.98
C 3.97 -0.29 3.50
C 5.33 -0.02 3.64
C 5.87 0.33 4.87
C 5.06 0.41 5.99
C 3.71 0.12 5.88
C 3.17 -0.23 4.65
Sb 1.46 3.37 1.06
C 1.67 4.35 2.98
C 0.62 5.12 3.52
C 0.68 5.59 4.82
C 1.77 5.30 5.62
C 2.81 4.55 5.11
C 2.76 4.09 3.80
C 0.39 4.96 0.12
C -0.42 4.72 -0.99
C -0.96 5.77 -1.72
C -0.68 7.08 -1.37
C 0.15 7.33 -0.29
C 0.69 6.28 0.44
H -0.62 2.79 2.67
H -0.75 1.64 1.32
H 0.18 0.69 3.63
H 1.64 1.55 3.24
H 0.73 0.11 0.91
H 0.62 -1.02 2.23
H 4.11 -0.67 -1.27
H 5.43 0.79 -2.72
H 6.44 2.86 -1.81
H 6.10 3.44 0.57
H 4.76 1.99 2.02
H 5.99 -0.06 2.78
H 6.93 0.55 4.95
H 5.47 0.69 6.95
H 3.06 0.17 6.75
H 2.11 -0.45 4.58
H -0.25 5.34 2.91
H -0.14 6.17 5.21
H 1.81 5.65 6.64
H 3.67 4.31 5.72
H 3.59 3.50 3.43
H -0.62 3.71 -1.31
H -1.59 5.55 -2.57
H -1.09 7.90 -1.95
H 0.39 8.36 -0.02
H 1.34 6.51 1.27
F -2.55 -3.46 -0.77
C -3.52 -2.73 -1.30
F -4.29 -3.53 -2.03
F -4.24 -2.20 -0.33
S -2.78 -1.42 -2.45
O -1.32 -1.58 -2.26
O -3.26 -1.79 -3.73
N -3.37 -0.12 -1.81
S -2.76 1.32 -1.60
O -1.40 1.31 -1.03
O -3.00 2.28 -2.62
C -3.80 1.84 -0.16
F -5.04 2.10 -0.58
F -3.85 0.91 0.78
F -3.29 2.95 0.35
O 1.15 0.30 -1.47
N 1.88 1.29 -2.08
C 1.36 1.53 -3.32
C 2.09 2.45 -4.11
N 2.70 3.19 -4.76
C 0.18 0.97 -3.85
N -0.78 0.51 -4.30
F -1.59 -1.03 0.54
Br 2.10 -6.75 -1.33
C 1.61 -4.95 -1.03
C 0.92 -4.61 0.13
C 0.56 -3.28 0.29
N 0.86 -2.34 -0.61
C 1.52 -2.68 -1.72
C 1.92 -3.99 -1.97
H 0.67 -5.34 0.88
H 0.00 -2.97 1.16
H 1.74 -1.88 -2.41
H 2.45 -4.22 -2.88
*
```



Entry from the OMol25 dataset: C37H30Co2NO5PS2 as an isolated structure (ωB97M-V/def2-TZVPD).

## Properties
**Strongest force on any atom**: 3.397 eV/Å
**E_tot**: -5761.948490 hartree

```
! wB97M-V def2-TZVPD RIJCOSX def2/J DEFGRID3
* xyz 0 1
C -8.75 -1.36 2.93
C -8.91 -2.81 2.45
C -7.51 -3.35 2.12
N -6.61 -2.19 2.27
C -5.31 -2.35 1.95
S -4.70 -3.80 1.37
S -3.86 -1.45 1.93
C -7.26 -0.98 2.80
H -9.37 -0.68 2.34
H -9.07 -1.27 3.97
H -9.38 -3.45 3.20
H -9.52 -2.87 1.54
H -7.21 -4.16 2.82
H -7.45 -3.76 1.10
H -7.12 -0.13 2.11
H -6.82 -0.70 3.77
O -1.33 -0.14 2.91
C -0.17 -0.01 2.93
Co 1.59 -0.05 3.17
C 1.99 0.69 4.67
O 2.24 1.17 5.69
C 1.76 -1.65 3.87
O 1.91 -2.69 4.36
C 2.53 -0.59 1.46
C 1.59 -1.08 0.54
C 1.13 -2.32 0.19
C -0.06 -2.60 -0.58
C -0.42 -3.94 -0.86
C -1.65 -4.24 -1.44
C -2.52 -3.18 -1.77
C -2.15 -1.84 -1.58
C -0.90 -1.57 -1.03
Co 1.50 0.73 0.87
C -0.10 1.34 0.49
O -1.10 1.90 0.30
C 1.91 2.03 2.10
O 2.21 3.08 2.48
P 2.61 1.53 -0.78
C 1.57 2.38 -2.01
C 1.47 1.95 -3.35
C 0.58 2.59 -4.22
C -0.22 3.64 -3.76
C -0.11 4.09 -2.44
C 0.81 3.48 -1.58
C 3.85 2.82 -0.38
C 3.98 3.99 -1.14
C 4.97 4.93 -0.82
C 5.85 4.68 0.24
C 5.74 3.50 0.99
C 4.73 2.58 0.69
C 3.58 0.29 -1.73
C 4.98 0.36 -1.85
C 5.68 -0.66 -2.51
C 4.99 -1.72 -3.09
C 3.60 -1.79 -2.99
C 2.90 -0.78 -2.34
H 3.60 -0.80 1.45
H 1.70 -3.18 0.55
H 0.30 -4.73 -0.63
H -1.93 -5.29 -1.64
H -3.52 -3.40 -2.15
H -2.81 -1.01 -1.84
H -0.54 -0.54 -0.95
H 2.09 1.13 -3.70
H 0.51 2.25 -5.26
H -0.94 4.10 -4.43
H -0.75 4.89 -2.08
H 0.95 3.89 -0.58
H 3.29 4.20 -1.96
H 5.04 5.86 -1.40
H 6.62 5.41 0.49
H 6.42 3.31 1.82
H 4.62 1.69 1.30
H 5.52 1.20 -1.42
H 6.77 -0.60 -2.56
H 5.54 -2.50 -3.63
H 3.05 -2.64 -3.43
H 1.81 -0.82 -2.30
*
```